DFT (wB97M-V/def2-TZVPD) results for 7 unconnected molecules or ions with the total composition C20H36Br6O12 at a distorted geometry.

Geometry as XYZ:
```
74
Properties=species:S:1:pos:R:3:forces:R:3:lowdin_charge:R:1
C -6.785770 -0.629815 0.448998 -0.98 0.23 -1.30 -0.02
C -5.297700 -0.803485 0.137861 -1.23 0.45 0.64 -0.29
C -4.986725 -2.157334 -0.522305 -0.37 0.19 1.74 -0.10
O -4.470073 -1.822644 -1.787034 0.28 -0.65 -0.15 0.08
C -4.468505 -0.493018 -1.957814 0.08 1.04 -0.74 -0.58
O -4.151253 0.072458 -2.963355 0.04 -0.52 0.39 0.15
O -4.886030 0.148985 -0.856142 0.05 -0.20 0.38 0.09
H -7.301591 -0.295780 -0.463103 0.26 -0.15 -0.14 0.09
H -7.100446 0.135450 1.157060 0.62 -0.17 0.40 0.08
H -7.285649 -1.576009 0.661759 0.27 -0.03 0.46 0.08
H -4.775142 -0.597581 1.071573 0.59 -0.21 -0.29 0.14
H -5.885597 -2.772215 -0.570715 -0.03 0.10 -0.58 0.13
H -4.315972 -2.692353 0.155449 0.56 -0.08 -0.71 0.13
C 1.129075 0.260004 0.600201 2.31 -0.33 0.36 -0.04
C -0.367183 0.286121 0.565420 0.78 0.04 -1.16 -0.29
C -1.013621 -1.045331 0.130094 -0.18 1.46 -0.39 -0.06
O -1.916818 -1.291627 1.214259 -0.05 -0.70 -0.60 0.07
C -1.886860 -0.298875 2.125820 0.29 -0.50 -0.26 -0.56
O -2.626532 -0.269374 3.054142 -0.08 0.42 0.35 0.16
O -0.907072 0.578191 1.843226 -0.43 -0.29 0.58 0.07
H 1.684435 0.226344 -0.339356 -0.95 0.42 -0.63 0.04
H 1.602815 -0.636052 1.023857 -0.84 -0.21 0.49 0.07
H 1.631374 1.068267 1.142364 -0.68 0.28 0.12 0.07
H -0.733805 1.060322 -0.106137 0.22 0.06 0.04 0.12
H -0.314426 -1.835685 -0.132872 -0.01 -0.30 0.83 0.11
H -1.545709 -0.810989 -0.794675 -0.44 -0.38 0.15 0.13
C 5.586253 -4.672635 0.102995 0.45 -0.52 -0.92 -0.05
O 5.350841 -4.018150 1.331967 -0.04 -0.20 0.61 0.02
C 4.113700 -3.610979 1.588558 -0.95 0.14 -1.39 -0.62
O 3.189065 -3.653780 0.803697 0.32 -0.06 0.38 0.07
O 4.061514 -3.114417 2.800203 0.53 -0.03 0.93 0.02
C 2.876931 -2.442362 3.223743 -0.24 0.25 -0.89 -0.02
H 5.820007 -3.955024 -0.683670 0.05 0.12 0.12 0.10
H 4.790841 -5.308794 -0.286746 -0.41 0.26 0.52 0.10
H 6.438317 -5.330493 0.265725 0.12 0.23 0.05 0.09
H 1.968922 -2.911128 2.846353 0.11 -0.44 0.26 0.09
H 2.864462 -1.453324 2.762065 0.18 0.18 0.37 0.08
H 2.930972 -2.404891 4.303048 -0.12 0.08 0.04 0.10
C 0.275802 3.436796 -1.224213 -0.48 -0.25 -0.29 -0.02
O 0.517446 3.445846 -2.631319 0.33 0.59 -0.16 0.02
C 0.374363 2.308199 -3.287107 -0.95 -0.84 0.52 -0.63
O 0.136645 1.229910 -2.801758 0.23 -0.28 0.42 0.11
O 0.421477 2.548084 -4.570114 0.48 1.39 -0.96 0.03
C 0.277401 1.505257 -5.493348 -0.30 -1.39 -0.54 -0.05
H -0.607108 2.834559 -1.016794 0.04 0.04 0.07 0.09
H 0.058568 4.467778 -0.966050 0.24 0.02 0.16 0.10
H 1.130579 3.029455 -0.695549 0.05 0.06 0.10 0.06
H 1.070012 0.759621 -5.405418 0.09 0.12 0.17 0.09
H 0.298982 1.900905 -6.505318 0.18 0.44 0.20 0.10
H -0.674263 0.976245 -5.400921 -0.02 0.15 0.35 0.10
Br -2.440119 3.955893 2.515610 0.15 -0.27 0.12 0.59
C -1.476170 2.987493 3.932902 -0.20 0.83 0.53 -0.73
C -2.466255 2.586446 5.013217 0.50 -0.72 -0.83 -0.68
Br -1.426876 1.712914 6.429999 -0.25 0.22 -0.09 0.61
H -0.781031 3.711231 4.352542 0.11 -0.03 -0.18 0.02
H -0.943307 2.166679 3.472951 -0.16 -0.09 0.01 0.02
H -3.117888 1.820627 4.600652 -0.19 0.05 0.28 0.04
H -3.010760 3.432509 5.411608 0.04 -0.02 0.18 0.05
Br 5.842789 3.918168 0.574596 -0.44 0.25 0.38 0.61
C 4.322376 4.066246 1.822089 0.11 -0.84 0.32 -0.70
C 3.038909 3.905366 1.057659 -0.09 1.09 0.35 -0.68
Br 1.541522 4.149885 2.348510 0.44 -0.42 -0.54 0.65
H 4.336224 4.986749 2.396897 0.31 0.19 -0.34 0.06
H 4.443539 3.242578 2.523639 0.12 0.04 -0.05 0.05
H 2.977218 2.960175 0.531571 -0.24 -0.06 0.13 0.04
H 2.925142 4.758109 0.393020 -0.13 -0.27 -0.26 0.05
Br 2.160039 -2.006527 -2.040742 -0.11 -0.57 -0.10 0.72
C 1.315989 -3.315834 -3.223286 -0.57 -0.03 -0.51 -0.67
C 1.217443 -2.634803 -4.574280 -0.34 -0.24 0.23 -0.72
Br 0.355460 -3.829694 -5.875283 0.32 0.13 0.20 0.60
H 0.314010 -3.552037 -2.868593 0.06 0.30 0.29 0.06
H 1.834469 -4.270625 -3.267618 0.52 0.31 0.17 0.06
H 2.198829 -2.337144 -4.927274 -0.09 -0.05 -0.29 0.05
H 0.541491 -1.789024 -4.498979 0.18 0.15 -0.07 0.03
```
Forces are in eV/Å.

F_max: 2.36 eV Å⁻¹
total energy: -17130.66913 Ha
net charge: 0
LUMO energy: 0.21 eV
SMILES string: C[C@H]1COC(=O)O1.C[C@H]1COC(=O)O1.COC(=O)OC.COC(=O)OC.BrCCBr.BrCCBr.BrCCBr
ΔE to the lowest compared entry with this formula, charge and spin: 0.0 kcal/mol
HOMO energy: -0.372 Ha

DFT (wB97M-V/def2-TZVPD) results for 4 unconnected molecules or ions with the total composition C28H67N13O4P3S at a distorted geometry.

Geometry as XYZ:
```
116
Properties=species:S:1:pos:R:3:forces:R:3:lowdin_charge:R:1
C -1.227849 -7.633931 -5.010976 0.08 0.69 0.86 0.03
C -0.967478 -6.863075 -3.883871 -0.83 -0.28 -1.19 0.04
C -1.865970 -5.800330 -3.710524 1.27 -0.54 0.87 0.00
N -2.829516 -5.547227 -4.566926 -1.28 1.32 0.62 -0.08
C -3.710965 -4.353964 -4.298130 0.45 0.89 -1.32 -0.11
C -5.002020 -4.361112 -5.106786 -0.89 -0.19 0.72 -0.17
C -6.011286 -5.478772 -4.705599 0.18 0.82 -0.11 -0.22
C -5.955478 -5.906453 -3.221039 -1.30 -0.58 -0.81 -0.43
S -5.113845 -7.500984 -2.911921 0.00 0.25 0.16 0.98
C -5.440738 -8.572949 -4.270803 0.29 0.27 0.34 -0.70
N -4.633563 -9.555673 -4.437746 0.48 -0.10 -0.04 0.02
N -5.098534 -10.260719 -5.533377 0.23 -0.16 0.01 0.06
C -6.136461 -9.643141 -5.942375 0.16 -0.68 -0.27 -0.17
O -6.442652 -8.560919 -5.179046 -0.31 0.32 -0.01 0.05
N -3.130181 -6.229657 -5.653422 1.30 -0.64 0.95 0.18
C -2.319516 -7.256515 -5.807345 -0.12 -1.26 -1.49 -0.06
H -0.630203 -8.497218 -5.286481 -0.16 0.12 0.05 0.13
H -0.156721 -7.068578 -3.194296 -0.19 0.14 -0.03 0.13
H -1.761194 -5.162484 -2.834904 -0.33 0.10 -0.34 0.16
H -3.122575 -3.490465 -4.649601 -0.06 -0.23 0.20 0.14
H -3.842618 -4.208472 -3.224313 0.00 -0.41 -0.17 0.10
H -5.492770 -3.395833 -4.904662 0.37 -0.14 0.07 0.13
H -4.855740 -4.395989 -6.189779 0.35 0.02 0.27 0.12
H -7.017737 -5.070330 -4.870440 0.26 -0.13 -0.07 0.12
H -5.905401 -6.300860 -5.417262 -0.02 -0.04 0.45 0.08
H -6.993799 -6.025112 -2.885649 0.32 -0.04 0.04 0.08
H -5.526780 -5.153300 -2.551594 0.16 -0.33 -0.14 0.07
H -6.684481 -9.976864 -6.814514 -0.40 0.62 0.29 0.14
H -2.539685 -7.885672 -6.672147 -0.06 0.30 0.17 0.14
O -6.908425 -0.624647 -1.918576 -2.12 2.99 0.91 -0.30
P -5.826183 0.421444 -1.745903 5.37 -4.31 -1.69 0.76
N -5.276485 0.441514 -3.380400 -0.34 -0.51 -0.60 -0.33
C -3.926403 0.683517 -3.840265 0.33 0.48 0.36 -0.14
C -6.225366 1.082563 -4.289936 -0.45 -0.05 0.23 -0.14
N -4.807567 -0.587522 -0.724533 0.52 -0.38 0.35 -0.33
C -3.846849 -1.483772 -1.324944 0.32 0.17 -0.43 -0.15
C -5.566422 -1.331520 0.282617 -0.25 0.21 0.04 -0.15
N -4.877713 1.864470 -1.317709 -2.98 1.64 0.80 -0.30
C -3.615358 1.828539 -0.595711 0.36 -0.60 0.38 -0.13
C -5.759092 2.867428 -0.673560 -0.16 0.16 -0.35 -0.14
H -3.631007 1.739695 -3.773456 0.05 -0.01 0.02 0.09
H -3.839288 0.385012 -4.888901 -0.23 0.04 -0.01 0.08
H -3.188815 0.084418 -3.311225 -0.07 0.11 0.17 0.04
H -6.201588 2.176973 -4.188235 0.05 0.02 -0.16 0.08
H -7.243719 0.746431 -4.088503 0.06 -0.03 0.10 0.07
H -6.008905 0.826396 -5.328689 0.16 -0.01 0.05 0.08
H -4.277124 -2.050582 -2.169424 0.05 -0.08 -0.01 0.07
H -3.452604 -2.196298 -0.595664 -0.27 0.03 0.16 0.08
H -2.961910 -0.951834 -1.680750 -0.06 0.05 -0.11 0.05
H -6.039649 -2.232764 -0.126613 -0.08 0.05 0.01 0.07
H -6.352025 -0.711229 0.715909 -0.02 -0.05 -0.04 0.08
H -4.905764 -1.628934 1.101311 0.12 0.06 -0.09 0.08
H -3.699821 1.396826 0.403657 0.06 -0.02 -0.02 0.09
H -3.235937 2.847062 -0.482383 -0.29 0.10 -0.20 0.09
H -2.846151 1.296955 -1.152702 -0.10 -0.18 0.03 0.06
H -6.061724 2.552197 0.331009 0.04 0.15 0.06 0.08
H -6.667011 3.009576 -1.270362 0.01 -0.05 0.03 0.08
H -5.267902 3.838298 -0.604265 0.09 -0.08 -0.02 0.08
O -0.216253 2.711481 0.213852 -1.28 -0.44 3.61 -0.30
P 1.123092 2.481409 0.886528 3.92 0.75 -6.06 0.76
N 1.810631 4.018736 0.574447 -0.51 0.87 -0.53 -0.32
C 3.208898 4.320916 0.353676 0.41 -0.34 0.38 -0.13
C 1.208108 5.077083 1.382195 -0.46 -0.13 0.06 -0.14
N 1.656539 1.263062 -0.266089 0.31 -0.49 -0.40 -0.34
C 2.335722 1.657786 -1.491035 0.30 0.43 0.09 -0.14
C 0.604273 0.311239 -0.613806 -0.19 0.05 0.29 -0.17
N 2.454375 2.079440 1.989728 -2.24 -0.50 2.78 -0.29
C 3.555298 1.208083 1.641176 0.31 -0.59 -0.61 -0.13
C 1.925984 1.650093 3.305190 -0.02 0.32 0.26 -0.13
H 3.796035 4.269925 1.279765 0.05 0.00 -0.02 0.06
H 3.310048 5.331765 -0.048880 -0.25 0.04 0.10 0.09
H 3.680212 3.680548 -0.387856 -0.13 -0.20 0.10 0.05
H 1.564060 5.039175 2.422888 0.08 0.14 0.00 0.08
H 0.120660 4.986025 1.393286 0.03 -0.10 -0.04 0.07
H 1.436939 6.062496 0.973013 0.13 -0.07 -0.05 0.08
H 1.839098 2.495331 -1.999079 0.02 -0.03 -0.07 0.09
H 2.397427 0.819930 -2.188730 -0.22 -0.09 0.11 0.08
H 3.374865 1.932960 -1.304552 -0.03 0.11 0.06 0.05
H -0.091676 0.707207 -1.365549 -0.05 0.00 0.06 0.07
H 0.021025 0.034374 0.267228 -0.03 0.04 -0.04 0.07
H 1.049441 -0.608888 -1.005523 0.14 0.08 0.00 0.08
H 3.237246 0.188856 1.407027 0.08 0.00 -0.06 0.08
H 4.258044 1.157217 2.478697 -0.30 0.28 0.25 0.08
H 4.138379 1.602626 0.810352 -0.23 -0.02 -0.18 0.07
H 1.451529 0.663456 3.239018 0.05 -0.04 0.14 0.08
H 1.175457 2.362612 3.666771 -0.01 -0.02 -0.09 0.08
H 2.718732 1.612665 4.054049 0.08 0.04 -0.12 0.06
O 5.221029 2.344066 4.895176 -2.81 2.95 0.44 -0.30
P 6.154298 3.444367 5.382574 5.99 -4.67 -0.50 0.77
N 7.072856 3.543559 3.930113 -0.42 -0.12 -1.01 -0.32
C 8.484974 3.812617 3.774161 0.28 0.45 0.56 -0.14
C 6.337631 4.241483 2.863341 -0.27 -0.01 0.33 -0.14
N 6.917043 2.428255 6.592425 0.47 -0.21 0.54 -0.34
C 8.043794 1.579069 6.233745 0.30 0.24 -0.37 -0.14
C 5.956439 1.620066 7.346930 -0.28 0.20 -0.03 -0.15
N 6.921446 4.894379 6.086813 -3.08 1.67 0.07 -0.30
C 7.967513 4.859622 7.094864 0.23 -0.61 0.39 -0.13
C 5.876751 5.846916 6.528378 -0.04 0.15 -0.36 -0.14
H 8.744627 4.866967 3.948766 0.03 0.01 0.03 0.08
H 8.793033 3.563478 2.755894 -0.23 0.01 -0.05 0.08
H 9.102811 3.191611 4.417955 -0.12 0.06 0.15 0.05
H 6.355564 5.328916 3.031331 0.08 0.05 -0.19 0.08
H 5.291048 3.936414 2.816776 0.06 -0.17 0.19 0.04
H 6.773630 4.034629 1.884256 0.13 -0.04 0.09 0.08
H 7.877326 1.027034 5.299113 0.03 -0.07 0.03 0.09
H 8.253851 0.858551 7.025861 -0.26 0.02 0.06 0.08
H 8.966727 2.153749 6.136985 -0.03 0.07 -0.11 0.05
H 5.641925 0.722481 6.802647 -0.06 0.04 0.00 0.08
H 5.060573 2.197961 7.583200 0.00 -0.04 -0.04 0.07
H 6.397225 1.310637 8.297925 0.14 0.07 -0.06 0.08
H 7.656911 4.383938 8.027595 0.06 -0.03 -0.01 0.09
H 8.264629 5.886382 7.327398 -0.25 0.11 -0.26 0.09
H 8.866487 4.371064 6.723827 -0.12 -0.21 -0.03 0.07
H 5.346880 5.481996 7.415586 0.01 0.15 0.08 0.08
H 5.139216 5.992310 5.730993 0.01 -0.06 0.03 0.07
H 6.302140 6.826261 6.751318 0.09 -0.06 0.01 0.08
```
Forces are in eV/Å.

F_max: 7.62 eV Å⁻¹
total energy: -3541.56175 Ha
net charge: +1
LUMO energy: -4.50 eV
HOMO energy: -0.344 Ha

DFT (wB97M-V/def2-TZVPD) results for 2 unconnected molecules or ions with the total composition C2H3NOS2 at a distorted geometry.

Geometry as XYZ:
```
9
Properties=species:S:1:pos:R:3:forces:R:3:lowdin_charge:R:1
C -1.653864 -0.159419 0.561370 -1.15 1.67 0.41 -0.47
C 1.003200 0.332444 -0.900385 0.36 -0.05 4.53 -0.69
N -2.358932 0.565327 -0.097533 -0.37 0.00 -0.81 0.19
O -1.144043 -0.606592 1.481734 1.58 -1.83 1.35 0.14
S 1.658888 0.949320 0.687322 -2.11 5.63 0.56 0.44
S 1.975812 -0.890556 -0.087948 -0.09 -7.42 -0.45 0.43
H 1.690713 0.720664 -1.550631 0.92 1.30 -2.82 -0.07
H 1.150711 -1.421447 0.991614 0.97 0.55 -1.83 -0.05
H -2.322489 0.510257 -1.085545 -0.12 0.15 -0.96 0.07
```
Forces are in eV/Å.

F_max: 7.43 eV Å⁻¹
multiplicity: 3
total energy: -1004.16536 Ha
net charge: 0
LUMO energy (alpha / beta): 0.46 / -2.07 eV
ΔE to the lowest compared entry with this formula, charge and spin: 69.3 kcal/mol
HOMO energy (alpha / beta): -0.226 / -0.345 Ha